Formula: CHCl5O2SSi
Source: the OMol25 dataset
Level of theory: ωB97M-V/def2-TZVPD

Geometry as XYZ:
```
11
CHCl5O2SSi | the OMol25 dataset | ωB97M-V/def2-TZVPD
C -0.175 -0.079 -0.720
O 1.117 -2.535 -0.669
O -0.394 -1.737 1.136
Si -1.400 1.022 0.090
S 0.316 -1.479 -0.093
Cl 0.946 0.407 -1.956
Cl -0.339 2.418 1.117
Cl -2.607 -0.097 1.225
Cl -2.565 1.878 -1.355
Cl 2.517 -0.532 0.921
H 2.582 0.734 0.304
```

Calculated values
* energy relative to the best compared isomer or geometry (same formula, charge and spin): 110.1 kJ/mol
* DFT total energy: -3177.9016 hartree
* orbital gap: 9.37 eV
* HOMO: -9.9 eV